A.
Here is an isolated molecule of C2H2Cl2O2S from the OMol25 dataset. Energies are from the ωB97M-V functional and the def2-TZVPD basis.

The geometry in XYZ format:
```
9
C2H2Cl2O2S (the ωB97M-V functional and the def2-TZVPD basis)
Cl 0.436 -1.142 2.174
Cl 1.805 -1.695 -0.260
S -0.986 1.043 -0.635
O -1.821 0.059 -1.186
O -0.971 2.429 -1.040
C 0.478 0.574 -0.030
C 0.446 -1.063 0.470
H 1.014 1.269 0.584
H -0.401 -1.474 -0.077
```

Calculated values
Spin multiplicity = 1
Molecular weight = 161.01 g mol⁻¹
LUMO energy (alpha / beta) = -1.150 / -1.150 eV
SMILES string = O=S(=O)=CC(Cl)Cl
Frontier orbital gap (alpha / beta) = 9.0 / 9.0 eV


B.
Here is a 2-piece molecular cluster, C2H2Cl2O2S overall from the OMol25 dataset. Energies are from the ωB97M-V functional and the def2-TZVPD basis.

The geometry in XYZ format:
```
9
C2H2Cl2O2S (the ωB97M-V functional and the def2-TZVPD basis)
Cl 1.036 -2.248 -0.749
Cl 1.648 -0.354 1.393
S -3.188 0.492 0.288
O 0.762 1.304 -1.112
O -1.882 0.826 0.900
C 0.187 0.181 -0.991
C 0.447 -0.738 0.115
H -0.452 -1.038 0.681
H 1.442 1.576 -0.524
```

Calculated values
Spin multiplicity = 1
Molecular weight = 161.01 g mol⁻¹
LUMO energy (alpha / beta) = -1.863 / -1.892 eV
Frontier orbital gap (alpha / beta) = 7.0 / 7.0 eV


Relative stability in hartree, measured from the most stable structure: A 0.0000; B 0.0600


A.
Here is C4H7N3 as an isolated structure from the OMol25 dataset. Energies are from the ωB97M-V functional and the def2-TZVPD basis.

The geometry in XYZ format:
```
14
C4H7N3 (the ωB97M-V functional and the def2-TZVPD basis)
N -1.392 -2.186 0.039
N -3.129 0.379 0.028
N -0.478 -1.584 -0.488
C 0.170 0.360 1.163
C -0.608 0.222 -0.120
C 0.035 1.080 -1.228
C -1.986 0.364 0.060
H 0.961 1.551 -0.784
H 1.277 0.317 1.039
H -0.058 1.310 1.750
H 0.171 0.298 -2.008
H -1.407 -3.117 -0.369
H -0.010 -0.331 2.015
H -0.834 1.729 -1.480
```

Calculated values
Spin multiplicity = 1
Molecular weight = 97.12 g mol⁻¹
LUMO energy = 0.590 eV
Frontier orbital gap = 9.7 eV


B.
Here is an isolated molecule of C4H7N3 from the OMol25 dataset. Energies are from the ωB97M-V functional and the def2-TZVPD basis.

The geometry in XYZ format:
```
14
C4H7N3 (the ωB97M-V functional and the def2-TZVPD basis)
N 3.801 1.143 -0.100
N 1.539 -1.327 -0.102
N 0.254 0.552 -0.169
C -0.875 -0.374 -0.125
C 2.717 0.741 -0.112
C 1.479 -0.049 -0.113
C -2.233 0.278 -0.297
H -2.318 0.800 -1.255
H 0.120 1.526 0.060
H -2.470 0.975 0.514
H -0.703 -1.106 -0.920
H -0.833 -0.947 0.811
H 2.480 -1.690 -0.175
H -2.991 -0.513 -0.281
```

Calculated values
Spin multiplicity = 1
Molecular weight = 97.12 g mol⁻¹
LUMO energy = 0.782 eV
SMILES string = [H]/N=C(\C#N)NCC
Frontier orbital gap = 10.5 eV


C.
Here is an isolated molecule of C4H7N3 from the OMol25 dataset. Energies are from the ωB97M-V functional and the def2-TZVPD basis.

The geometry in XYZ format:
```
14
C4H7N3 (the ωB97M-V functional and the def2-TZVPD basis)
N -0.303 1.433 0.059
N -0.547 2.116 -1.022
N -0.799 1.243 -1.991
C 0.762 -0.573 1.995
C -0.442 0.114 -0.217
C -0.749 -0.034 -1.553
C 0.333 -0.905 0.549
H -0.011 -1.944 0.440
H -0.895 -0.913 -2.169
H 1.169 0.438 2.048
H 1.017 -0.678 -0.327
H 1.532 -1.271 2.348
H -0.045 -0.614 2.750
H -1.021 1.589 -2.910
```

Calculated values
Spin multiplicity = 1
Molecular weight = 97.12 g mol⁻¹
LUMO energy = 0.870 eV
SMILES string = CCc1c[nH]nn1
Frontier orbital gap = 9.8 eV


D.
Here is an isolated molecule of C4H7N3 from the OMol25 dataset. Energies are from the ωB97M-V functional and the def2-TZVPD basis.

The geometry in XYZ format:
```
14
C4H7N3 (the ωB97M-V functional and the def2-TZVPD basis)
N 0.232 2.541 0.965
N 0.631 0.622 -0.229
N -2.614 0.588 1.041
C 0.420 -1.864 -0.171
C -1.537 0.912 0.768
C 0.304 -0.578 -0.981
C -0.184 1.418 0.512
H 0.988 -0.604 -1.836
H 1.559 1.012 -0.309
H -0.467 3.003 1.538
H -0.700 -0.479 -1.404
H 0.276 -2.739 -0.812
H 1.410 -1.939 0.285
H -0.321 -1.893 0.632
```

Calculated values
Spin multiplicity = 1
Molecular weight = 97.12 g mol⁻¹
LUMO energy = 0.713 eV
SMILES string = [H]/N=C(\C#N)NCC
Frontier orbital gap = 10.2 eV


Relative stability in hartree, measured from the most stable structure: A 0.0962; B 0.0024; C 0.0527; D 0.0000


A.
Here is a 2-piece molecular cluster, C4H7N3 overall from the OMol25 dataset. Energies are from the ωB97M-V functional and the def2-TZVPD basis.

The geometry in XYZ format:
```
14
C4H7N3 (the ωB97M-V functional and the def2-TZVPD basis)
N 1.830 -1.859 -0.512
N 0.675 -1.482 -0.859
N -0.950 0.224 -0.868
C 2.078 0.126 1.400
C -0.365 -0.914 -0.473
C 1.316 1.032 1.620
C -2.217 0.741 -0.367
H -2.112 1.355 0.527
H -2.809 -0.123 -0.138
H 2.162 -2.581 -1.155
H -0.337 0.914 -1.237
H -2.783 1.371 -1.074
H 2.725 -0.685 1.163
H 0.786 1.881 1.972
```

Calculated values
Spin multiplicity = 1
Molecular weight = 97.12 g mol⁻¹
LUMO energy = 0.662 eV
Frontier orbital gap = 9.2 eV


B.
Here is an isolated molecule of C4H7N3 from the OMol25 dataset. Energies are from the ωB97M-V functional and the def2-TZVPD basis.

The geometry in XYZ format:
```
14
C4H7N3 (the ωB97M-V functional and the def2-TZVPD basis)
N -0.740 -1.330 0.552
N 0.896 -1.017 -1.205
N 1.539 -0.727 1.042
C -0.464 1.028 0.586
C -1.354 -0.243 0.771
C 0.624 -0.791 0.130
C -0.658 1.851 -0.470
H 0.073 -1.348 -1.695
H -0.884 1.453 -1.453
H -0.101 1.413 1.535
H -2.403 -0.113 1.056
H 1.647 -1.685 -1.317
H -0.455 2.914 -0.392
H 2.279 -1.405 0.862
```

Calculated values
Spin multiplicity = 1
Molecular weight = 97.12 g mol⁻¹
LUMO energy (alpha / beta) = -0.136 / -0.136 eV
SMILES string = [H]/N=C(N)/N=C\C=C
Frontier orbital gap (alpha / beta) = 8.4 / 8.4 eV


Relative stability in hartree, measured from the most stable structure: A 0.0554; B 0.0000


A.
Here is an isolated molecule of C4H7N3 from the OMol25 dataset. Energies are from the ωB97M-V functional and the def2-TZVPD basis.

The geometry in XYZ format:
```
14
C4H7N3 (the ωB97M-V functional and the def2-TZVPD basis)
N 0.554 -1.272 -0.593
N 1.486 -0.917 0.451
N 1.601 1.247 -0.689
C -2.529 0.429 -0.091
C 1.917 0.352 0.203
C -0.530 -0.860 -0.484
C -1.306 0.021 0.558
H -3.240 0.841 0.745
H -0.845 0.662 1.352
H 2.278 2.051 -0.561
H -1.308 -1.326 -0.986
H 2.351 -1.698 0.242
H 2.673 0.279 1.077
H -3.101 0.192 -1.227
```

Calculated values
Spin multiplicity = 1
Molecular weight = 97.12 g mol⁻¹
LUMO energy = 0.572 eV
SMILES string = [H]/N=C/N/N=C\C=C
Frontier orbital gap = 9.7 eV


B.
Here is an isolated molecule of C4H7N3 from the OMol25 dataset. Energies are from the ωB97M-V functional and the def2-TZVPD basis.

The geometry in XYZ format:
```
14
C4H7N3 (the ωB97M-V functional and the def2-TZVPD basis)
N 1.413 0.317 -0.753
N -2.807 0.137 -0.580
N -0.740 0.880 -1.561
C 0.038 0.375 -0.701
C -0.700 -0.036 0.479
C 2.204 -0.112 0.382
C -2.069 -0.359 0.359
H 3.212 -0.357 0.034
H -3.674 -0.401 -0.693
H -2.456 -1.076 1.097
H 1.840 0.964 -1.399
H 2.281 0.644 1.180
H -0.265 0.166 1.457
H 1.767 -1.024 0.804
```

Calculated values
Spin multiplicity = 1
Molecular weight = 97.12 g mol⁻¹
LUMO energy (alpha / beta) = -1.071 / 0.151 eV
Frontier orbital gap (alpha / beta) = 7.6 / 8.6 eV


Relative stability in hartree, measured from the most stable structure: A 0.0724; B 0.0000


A.
Here is a 2-piece molecular cluster, C3H10NO overall from the OMol25 dataset. Energies are from the ωB97M-V functional and the def2-TZVPD basis.

The geometry in XYZ format:
```
15
C3H10NO (the ωB97M-V functional and the def2-TZVPD basis)
O -2.721 -0.380 -0.599
N 2.132 0.063 -0.714
C -1.308 -0.402 -0.576
C -0.131 0.182 1.552
C -0.800 0.552 0.458
H 0.157 0.871 2.334
H -3.033 -0.388 0.314
H -1.005 -0.097 -1.584
H -1.003 1.614 0.338
H 2.550 0.992 -0.758
H -0.896 -1.406 -0.420
H 0.144 -0.861 1.703
H 2.874 -0.621 -0.547
H 1.616 -0.148 -1.571
H 1.425 0.029 0.069
```

Calculated values
Spin multiplicity = 1
Molecular weight = 76.12 g mol⁻¹
LUMO energy = -4.137 eV
Charge = +1
Frontier orbital gap = 10.0 eV


B.
Here is an isolated ion of composition C3H10NO and charge +1 from the OMol25 dataset. Energies are from the ωB97M-V functional and the def2-TZVPD basis.

The geometry in XYZ format:
```
15
C3H10NO (the ωB97M-V functional and the def2-TZVPD basis)
O -0.257 0.107 -1.547
N -1.729 0.617 0.591
C 1.726 -0.595 -0.317
C -0.382 0.035 0.813
C 0.527 0.305 -0.383
H -1.744 1.621 0.422
H 2.414 -0.541 0.542
H 2.400 -0.434 -1.146
H -2.381 0.363 1.331
H -0.507 -1.037 0.914
H 0.054 0.397 1.744
H -2.115 0.193 -0.257
H 0.804 1.357 -0.400
H -0.223 -0.744 -2.000
H 1.414 -1.644 -0.310
```

Calculated values
Spin multiplicity = 1
Molecular weight = 76.12 g mol⁻¹
LUMO energy = -3.654 eV
Charge = +1
SMILES string = C[C@@H](O)C[NH3+]
Frontier orbital gap = 11.7 eV


Relative stability in hartree, measured from the most stable structure: A 0.0416; B 0.0000


A.
Here is a 2-piece molecular cluster, C3H10NO overall from the OMol25 dataset. Energies are from the ωB97M-V functional and the def2-TZVPD basis.

The geometry in XYZ format:
```
15
C3H10NO (the ωB97M-V functional and the def2-TZVPD basis)
O 0.652 0.061 0.876
N 1.342 -2.305 0.311
C -2.095 1.297 -0.497
C 0.336 1.068 -0.156
C -0.947 0.741 -0.836
H -0.111 0.035 1.471
H -0.953 -0.048 -1.590
H 1.170 1.028 -0.836
H 0.777 -2.944 0.867
H -3.028 1.039 -0.983
H 0.278 2.026 0.361
H 2.310 -2.441 0.608
H -2.176 2.039 0.285
H 1.254 -2.543 -0.672
H 1.057 -1.215 0.570
```

Calculated values
Spin multiplicity = 1
Molecular weight = 76.12 g mol⁻¹
LUMO energy = -3.606 eV
Charge = +1
Frontier orbital gap = 10.5 eV


B.
Here is a 2-piece molecular cluster, C3H10NO overall from the OMol25 dataset. Energies are from the ωB97M-V functional and the def2-TZVPD basis.

The geometry in XYZ format:
```
15
C3H10NO (the ωB97M-V functional and the def2-TZVPD basis)
O -0.359 0.550 0.812
N -3.696 0.243 -0.727
C 2.032 0.179 0.308
C 0.994 -0.011 1.294
C 2.167 -0.761 -0.785
H -3.537 0.076 0.249
H 3.162 -0.828 -1.253
H -0.139 1.429 0.458
H 1.496 -0.304 -1.559
H -3.876 -0.596 -1.264
H 2.510 1.170 0.222
H 1.054 0.701 2.116
H 0.829 -1.031 1.597
H 1.750 -1.754 -0.514
H -4.388 0.936 -0.953
```

Calculated values
Spin multiplicity = 1
Molecular weight = 76.12 g mol⁻¹
LUMO energy = -7.939 eV
Charge = +1
Frontier orbital gap = 4.2 eV


Relative stability in hartree, measured from the most stable structure: A 0.0000; B 0.1176